118
Properties=species:S:1:pos:R:3:mulliken_spin:R:1 method="wB97M-V/def2-TZVPD" multiplicity=2 total_energy_ev=-153155.564 homo_lumo_gap_ha="0.335 / 0.308"
Cu 0.4413 0.0707 0.1427 0.756
C -0.5772 4.6151 -0.4172 0.000
C -0.4085 3.3216 -1.2177 0.006
C -0.8193 3.5344 -2.6757 -0.001
C 1.0090 2.8465 -1.1192 -0.004
C 2.1640 3.4701 -1.5984 0.005
C 3.2138 2.6626 -1.2116 -0.006
C 4.6556 2.9088 -1.5650 0.000
C 5.2416 1.7954 -2.4362 0.000
C 5.5345 3.2202 -0.3556 0.000
N 2.7068 1.6181 -0.5131 0.003
N 1.3486 1.7388 -0.4815 0.139
B 3.4168 0.3684 0.1298 -0.015
N 2.9919 -0.8722 -0.7681 -0.001
N 1.7400 -0.7924 -1.3157 0.060
C 1.6553 -1.6860 -2.2891 -0.004
C 2.8646 -2.3709 -2.3908 0.002
C 3.6940 -1.8276 -1.4279 -0.001
C 5.1211 -2.2998 -1.2626 0.000
C 5.8880 -2.1424 -2.5813 0.000
C 5.9210 -1.6840 -0.1269 0.000
C 0.4684 -1.7693 -3.1998 -0.003
C 0.7067 -2.7494 -4.3433 0.000
C 0.1282 -0.3786 -3.7346 0.000
N 2.9974 0.2724 1.6377 0.000
N 1.6795 0.5071 1.9106 0.019
C 1.5361 0.5525 3.2234 -0.004
C 2.7738 0.3486 3.8316 0.002
C 3.6844 0.1801 2.8117 0.002
C 5.1419 -0.0698 3.1324 0.000
C 6.1902 0.6625 2.3039 0.000
C 5.4198 -1.5711 3.2968 0.000
C 0.2452 0.8484 3.9242 -0.001
C -0.3905 2.1295 3.3841 -0.001
C -0.7035 -0.3495 3.8707 0.001
H -1.6184 4.9389 -0.4308 0.000
H 0.0331 5.4139 -0.8430 0.000
H -0.2756 4.4721 0.6202 0.000
H -1.0460 2.5628 -0.7604 0.003
H -0.2067 4.3086 -3.1408 0.000
H -1.8610 3.8565 -2.7329 0.000
H -0.7040 2.6269 -3.2703 0.000
H 2.2353 4.3864 -2.1577 0.001
H 4.6205 3.8141 -2.1799 0.000
H 5.2882 0.8557 -1.8920 0.000
H 6.2527 2.0575 -2.7522 0.000
H 4.6332 1.6358 -3.3273 0.000
H 5.5957 2.3672 0.3107 0.000
H 5.1371 4.0651 0.2076 0.000
H 6.5454 3.4712 -0.6809 0.000
H 4.5876 0.5113 0.0649 0.001
H 3.1209 -3.1589 -3.0762 0.000
H 5.0344 -3.3749 -1.0696 0.000
H 5.9289 -1.0923 -2.8715 0.000
H 5.4232 -2.6976 -3.3941 0.000
H 6.9111 -2.5026 -2.4621 0.000
H 6.3458 -0.7272 -0.4323 0.000
H 6.7481 -2.3387 0.1525 0.000
H 5.3062 -1.5127 0.7500 0.000
H -0.3821 -2.1189 -2.6178 0.004
H 1.5843 -2.4670 -4.9288 0.000
H -0.1544 -2.7579 -5.0131 0.000
H 0.8545 -3.7658 -3.9766 0.000
H 0.8932 -0.0411 -4.4388 0.000
H 0.0871 0.3485 -2.9233 -0.002
H -0.8356 -0.3872 -4.2448 0.000
H 2.9925 0.3551 4.8861 0.000
H 5.2348 0.3558 4.1363 0.000
H 6.2651 0.3021 1.2830 0.000
H 7.1667 0.5377 2.7749 0.000
H 5.9693 1.7286 2.2760 0.000
H 5.1134 -2.1507 2.4276 0.000
H 4.8695 -1.9605 4.1536 0.000
H 6.4836 -1.7488 3.4633 0.000
H 0.5156 1.0213 4.9709 0.000
H -0.6083 2.0380 2.3202 -0.001
H 0.2825 2.9780 3.5210 0.000
H -1.3249 2.3426 3.9057 0.000
H -0.7700 -0.7506 2.8611 -0.002
H -1.7055 -0.0667 4.1859 0.000
H -0.3586 -1.1478 4.5323 0.000
C -1.3034 -3.6020 2.1047 -0.001
P 0.2863 -3.1402 1.3988 0.013
C 1.4218 -3.2660 2.8107 0.002
C 0.9573 -4.3814 0.2861 0.000
O 0.4168 -1.7373 0.8905 0.026
H -1.1945 -3.6535 3.1871 0.000
H -1.6426 -4.5606 1.7182 0.000
H -2.0212 -2.8268 1.8464 0.000
H 1.4013 -4.2630 3.2524 0.000
H 1.1359 -2.5295 3.5621 0.000
H 2.4347 -3.0347 2.4790 0.000
H 0.8335 -5.3672 0.7338 0.000
H 2.0208 -4.1594 0.1937 0.000
H 0.4873 -4.3478 -0.6917 0.000
C -3.9497 -4.6409 -0.8064 0.000
N -3.7919 -3.2698 -1.2580 0.000
C -4.8450 -2.5478 -1.7049 0.000
C -4.6977 -1.2786 -2.1290 0.000
C -3.3729 -0.7459 -2.0713 -0.001
N -2.3469 -1.4339 -1.6262 -0.004
C -2.5132 -2.7048 -1.1873 -0.001
O -1.6027 -3.4010 -0.7518 0.000
N -3.1303 0.5144 -2.5030 0.000
H -4.9442 -4.9849 -1.0813 0.000
H -3.8257 -4.7038 0.2745 0.000
H -3.1951 -5.2695 -1.2753 0.000
H -5.8027 -3.0507 -1.6999 0.000
H -5.5384 -0.6910 -2.4590 0.000
H -3.8978 1.1640 -2.5543 0.000
H -2.2376 0.8978 -2.2359 0.002
Cl -4.3223 1.4551 2.7801 0.000
C -3.6518 1.5632 1.1460 0.003
Cl -3.0435 3.1994 0.8797 0.000
Cl -4.9882 1.2784 -0.0095 0.000
C -2.5499 0.4348 0.9422 -0.002
O -2.9199 -0.6902 1.2130 0.000
O -1.4625 0.8639 0.4787 0.006